1.
The following is a DFT calculation (wB97M-V/def2-TZVPD) of a single C3H9O3PS molecule.

```
17
Properties=species:S:1:pos:R:3:forces:R:3:nbo_charge:R:1
C 0.873 1.010 0.859 1.433 1.935 -1.388 -0.647
C 2.021 -0.428 -0.929 2.306 1.534 -0.702 -0.634
C 0.740 0.247 -0.488 0.143 -1.008 2.212 0.072
O -2.147 -0.596 1.671 -0.327 -2.429 -2.682 -0.948
O -2.831 -1.559 -0.433 0.986 -0.298 -0.978 -0.974
O -0.159 -0.876 -0.299 -4.126 2.357 -0.166 -0.771
P -2.158 -0.245 0.112 3.422 -0.113 -0.229 1.886
S -2.707 1.512 -0.523 0.577 -1.527 0.650 -0.494
H 0.985 0.214 1.571 -0.177 0.166 1.029 0.217
H 1.914 1.565 0.733 -2.193 -0.778 0.726 0.211
H 0.024 1.823 1.029 1.753 -2.016 -0.168 0.218
H 2.307 -1.354 -0.469 -0.031 -0.089 1.513 0.223
H 2.939 0.300 -0.953 -1.689 -1.280 0.262 0.204
H 1.987 -0.842 -1.915 -0.604 0.408 -1.183 0.219
H 0.485 1.051 -1.134 -0.921 0.033 -1.573 0.175
H -2.124 0.138 2.199 0.147 3.093 2.285 0.506
H -2.150 -1.958 -1.030 -0.698 0.013 0.391 0.537
```
Forces are in eV/Å.

The calculation puts the total energy at -1084.9739 hartree. The calculation puts the relative energy (zero: lowest compared OMol25 entry of this formula, charge and spin) at 182.5 kJ/mol. The value obtained for the highest occupied orbital energy is -9.8835 eV. As for the SMILES: CC(C)OP(O)(O)=S.

2.
The following is a DFT calculation (wB97M-V/def2-TZVPD) of 2 unconnected molecules or ions with the total composition C3H9OP.

```
14
Properties=species:S:1:pos:R:3:forces:R:3:lowdin_spin:R:1
C 1.075 2.348 -2.170 0.780 2.953 -1.107 1.651
C 0.709 -1.249 0.244 2.384 0.640 1.002 0.001
C -1.909 -0.614 0.051 1.111 0.676 0.525 0.016
O 0.098 0.678 1.661 0.412 -0.903 0.142 0.011
P -0.222 0.293 0.083 -1.260 -0.431 0.602 0.062
H 2.044 2.589 -2.673 -0.317 -1.481 0.542 0.134
H 0.501 3.316 -2.195 -0.487 -1.511 0.629 0.122
H 0.818 -1.827 -0.692 0.282 0.439 0.491 0.000
H 1.740 -0.841 0.737 -2.160 -1.515 -1.459 0.000
H 0.173 -1.846 0.992 0.435 0.017 -0.114 0.001
H -2.724 0.151 0.181 0.548 -1.196 -0.485 0.000
H -1.662 -0.900 -0.988 -1.279 -0.170 -0.005 0.000
H -1.995 -1.554 0.694 0.062 1.521 -0.718 0.002
H -0.262 1.446 2.070 -0.510 0.960 -0.042 0.000
```
Forces are in eV/Å.

The calculation puts the total energy at -536.0982 hartree. The calculation puts the relative energy (zero: lowest compared OMol25 entry of this formula, charge and spin) at 45.9 kJ/mol. The spin multiplicity is 3. As for the expectation value of S²: 2.006. The value obtained for the highest occupied orbital energy (spin up / spin down) is -8.4238 / -8.7458 eV.

3.
The following is a DFT calculation (wB97M-V/def2-TZVPD) of a single C3H9OPS2 molecule.

```
16
Properties=species:S:1:pos:R:3:forces:R:3:nbo_charge:R:1
C 0.184 -1.204 -2.199 1.096 -0.551 0.084 -0.666
C 1.365 1.552 2.134 -0.987 0.661 -0.943 -0.746
C -0.669 -1.234 -0.966 -1.603 -0.200 2.391 -0.760
O -1.744 0.091 1.343 -0.559 -0.100 -3.788 -0.986
P -0.426 0.262 0.062 -1.752 1.081 2.390 1.308
S -0.356 2.014 -0.903 -0.226 -1.771 0.912 -0.541
S 1.139 -0.126 1.444 0.256 0.083 -1.167 -0.046
H 0.273 -0.111 -2.513 -0.587 -1.815 -0.766 0.264
H 1.204 -1.466 -1.925 0.351 0.297 0.533 0.222
H 0.006 -2.129 -2.819 -0.599 1.733 -0.345 0.240
H 2.385 1.904 2.306 0.061 -0.764 -0.067 0.236
H 0.816 1.382 3.057 0.034 1.148 0.107 0.231
H 0.920 2.308 1.393 0.238 -1.105 1.327 0.264
H -0.622 -2.104 -0.221 0.463 0.941 -1.213 0.258
H -1.784 -1.141 -1.091 0.882 -0.112 -0.606 0.238
H -2.691 0.001 0.899 2.933 0.472 1.151 0.485
```
Forces are in eV/Å.

The calculation puts the total energy at -1332.6793 hartree. The calculation puts the relative energy (zero: lowest compared OMol25 entry of this formula, charge and spin) at 181.3 kJ/mol. The value obtained for the highest occupied orbital energy is -8.9638 eV. As for the SMILES: CC[P@](O)(=S)SC.

4.
The following is a DFT calculation (wB97M-V/def2-TZVPD) of 2 unconnected molecules or ions with the total composition C3H9OS.

```
14
Properties=species:S:1:pos:R:3:forces:R:3:nbo_charge:R:1
C -1.214 -2.011 -0.367 0.048 -1.961 -1.476 -0.234
O 0.118 -2.169 0.029 0.076 0.015 -0.233 -0.738
H -1.856 -1.867 0.478 -0.469 -0.221 0.671 0.156
H -1.320 -1.119 -0.968 -0.245 0.095 -0.547 0.167
H -1.542 -2.994 -0.966 0.268 2.111 1.056 0.127
C -0.014 1.700 0.754 1.186 -0.673 0.414 -0.639
C 1.151 1.330 -0.206 -0.853 -1.258 -2.130 -0.531
S 2.380 0.235 0.512 0.454 0.080 0.210 -0.695
H 0.369 2.354 1.590 -0.142 -0.551 -0.896 0.195
H -0.338 0.762 1.257 -0.317 0.644 -0.464 0.211
H -0.769 2.250 0.206 -0.633 -0.046 0.058 0.175
H 0.872 0.769 -1.269 -0.406 1.303 2.503 0.140
H 1.511 2.259 -0.618 0.661 0.557 0.081 0.163
H 0.651 -1.498 -0.432 0.373 -0.094 0.753 0.504
```
Forces are in eV/Å.

The calculation puts the total energy at -593.1110 hartree. The calculation puts the relative energy (zero: lowest compared OMol25 entry of this formula, charge and spin) at 162.4 kJ/mol. The value obtained for the highest occupied orbital energy is -2.3538 eV. The net charge is -1.

5.
The following is a DFT calculation (wB97M-V/def2-TZVPD) of 2 unconnected molecules or ions with the total composition C3H9OS.

```
14
Properties=species:S:1:pos:R:3:forces:R:3:nbo_charge:R:1
C -0.040 -1.500 2.685 0.335 1.124 -0.183 -0.249
O -0.879 -1.374 1.566 -0.563 -0.167 0.652 -0.773
H 0.079 -2.536 2.971 0.027 -0.287 0.066 0.154
H 0.921 -1.034 2.466 0.477 -0.448 -0.235 0.172
H -0.351 -0.898 3.547 -0.598 -0.257 0.207 0.131
C -0.890 1.836 -0.994 0.417 -0.703 -0.967 -0.790
S 0.454 0.740 -1.722 0.476 0.382 0.171 0.085
C 1.145 -0.224 -0.479 -0.372 0.079 0.802 -1.150
H -0.872 1.813 0.091 -0.018 -0.070 0.032 0.202
H -1.823 1.475 -1.430 -0.289 0.247 0.370 0.186
H -0.632 2.817 -1.391 -0.293 0.176 0.229 0.188
H 1.795 0.223 0.272 0.350 0.087 -0.432 0.159
H -0.518 -0.641 1.031 0.419 -0.199 -0.659 0.502
H 1.211 -1.299 -0.594 -0.367 0.036 -0.053 0.183
```
Forces are in eV/Å.

The calculation puts the total energy at -593.0612 hartree. The calculation puts the relative energy (zero: lowest compared OMol25 entry of this formula, charge and spin) at 293.3 kJ/mol. The value obtained for the highest occupied orbital energy is -1.3399 eV. The net charge is -1.

6.
The following is a DFT calculation (wB97M-V/def2-TZVPD) of 2 unconnected molecules or ions with the total composition C3H9OS.

```
14
Properties=species:S:1:pos:R:3:forces:R:3:nbo_charge:R:1
C 1.950 1.795 0.720 0.324 0.310 1.289 -0.234
O 2.263 0.526 0.251 1.106 -0.317 -0.579 -0.787
H 1.395 2.409 -0.011 0.292 0.003 0.303 0.158
H 1.365 1.629 1.622 -0.729 0.553 0.173 0.150
H 2.860 2.359 1.166 -0.977 -0.931 -1.344 0.145
C -2.299 0.467 0.031 -1.332 -1.333 0.446 -0.634
C -1.235 -0.574 0.477 -2.333 -0.090 1.088 -0.546
S -0.305 -1.305 -0.873 0.605 0.437 0.249 -0.661
H -3.162 -0.095 -0.367 0.528 -0.147 -0.738 0.184
H -1.926 1.082 -0.793 -0.211 0.696 0.659 0.211
H -2.897 0.831 0.925 1.349 0.914 -0.723 0.176
H -0.805 -0.175 1.423 0.901 -0.117 -0.823 0.163
H -1.927 -1.337 0.901 0.611 -0.156 -0.052 0.163
H 1.492 0.042 -0.134 -0.133 0.177 0.053 0.513
```
Forces are in eV/Å.

The calculation puts the total energy at -593.1175 hartree. The calculation puts the relative energy (zero: lowest compared OMol25 entry of this formula, charge and spin) at 145.4 kJ/mol. The value obtained for the highest occupied orbital energy is -2.7042 eV. The net charge is -1.

7.
The following is a DFT calculation (wB97M-V/def2-TZVPD) of 2 unconnected molecules or ions with the total composition C3H9PS3.

```
16
Properties=species:S:1:pos:R:3:forces:R:3:nbo_charge:R:1
C -1.417 1.146 -0.965 3.137 2.644 -0.864 -0.627
C -1.829 -1.275 -0.227 2.626 4.043 -0.410 -0.599
C -1.686 0.243 0.181 -1.528 0.575 0.211 -0.332
P 4.539 -1.156 1.589 -0.957 -0.218 -0.885 0.531
S 3.355 -1.990 0.273 0.924 0.677 0.894 -0.404
S 4.523 0.954 1.316 1.374 -0.401 2.587 -0.256
S -0.305 0.363 1.347 -1.500 0.204 2.097 -0.015
H -0.614 2.036 -0.747 -1.929 -2.158 -0.255 0.211
H -0.998 0.623 -1.813 0.407 -0.413 -0.229 0.203
H -2.233 1.667 -1.388 -1.358 0.399 -0.114 0.218
H -2.505 -1.502 -0.977 -1.608 -0.335 -1.220 0.207
H -1.993 -1.614 0.715 -0.448 -2.494 2.227 0.217
H -0.800 -1.362 -0.597 -0.294 -1.203 0.134 0.202
H -2.581 0.709 0.685 0.786 -1.005 -0.032 0.219
H 0.557 0.234 0.426 1.755 -0.274 -1.541 0.093
H 3.988 0.924 0.182 -1.389 -0.039 -2.600 0.130
```
Forces are in eV/Å.

The calculation puts the total energy at -1655.5740 hartree. The calculation puts the relative energy (zero: lowest compared OMol25 entry of this formula, charge and spin) at 226.3 kJ/mol. The value obtained for the highest occupied orbital energy is -8.9715 eV. As for the SMILES: CC(C)S.S=PS.

8.
The following is a DFT calculation (wB97M-V/def2-TZVPD) of a single C3H9PSi molecule.

```
14
Properties=species:S:1:pos:R:3:forces:R:3:nbo_charge:R:1
C -1.710 -0.629 -0.006 2.369 4.320 0.067 -0.311
C -1.090 0.400 -0.926 -0.265 -1.155 0.525 -0.497
C 0.285 0.359 -0.196 -2.117 -2.328 0.231 -0.676
Si 1.274 -1.247 0.254 0.742 1.387 -0.609 0.808
P 0.434 1.711 0.990 1.817 0.610 -0.833 0.297
H -1.877 -0.080 0.873 -0.835 -0.494 1.737 0.184
H -1.694 -1.657 -0.077 0.077 -1.924 -0.340 0.198
H -1.188 -0.054 -1.901 0.584 0.977 -0.798 0.226
H -1.534 1.407 -0.704 0.180 -0.986 -1.077 0.218
H 2.744 -0.674 0.453 -1.344 -0.728 -0.166 -0.155
H 1.260 -2.105 -1.023 -0.103 0.181 1.073 -0.137
H 0.904 -1.893 1.599 0.182 0.167 -1.013 -0.142
H 0.307 2.711 -0.035 -0.352 -0.044 0.377 -0.022
H 1.886 1.751 0.698 -0.934 0.018 0.826 0.008
```
Forces are in eV/Å.

The calculation puts the total energy at -750.3625 hartree. The calculation puts the relative energy (zero: lowest compared OMol25 entry of this formula, charge and spin) at 226.4 kJ/mol. The value obtained for the highest occupied orbital energy (spin up / spin down) is -8.0011 / -7.8002 eV.

9.
The following is a DFT calculation (wB97M-V/def2-TZVPD) of 2 unconnected molecules or ions with the total composition C3H9S.

```
13
Properties=species:S:1:pos:R:3:forces:R:3:nbo_charge:R:1
C 2.151 0.717 0.970 0.624 0.640 -0.432 -0.603
C 0.730 0.718 1.506 0.460 0.343 0.356 -0.608
H 2.426 1.724 0.627 -0.093 -0.023 0.014 0.184
H 2.310 0.077 0.102 -0.256 -0.160 0.078 0.218
H 2.916 0.483 1.716 -0.181 -0.300 0.111 0.174
H 0.073 1.307 0.872 -0.091 -0.205 -0.100 0.235
H 0.332 -0.288 1.562 -0.202 -0.070 0.083 0.224
H 0.753 1.190 2.500 -0.239 -0.198 -0.063 0.167
C -2.429 -1.250 -2.026 -0.110 0.136 0.415 -0.737
S -1.002 -0.325 -1.356 0.029 -0.123 -0.041 -0.752
H -2.870 -1.918 -1.276 0.009 0.079 0.061 0.164
H -3.211 -0.548 -2.328 -0.085 -0.098 -0.144 0.169
H -2.178 -1.886 -2.869 0.135 -0.022 -0.337 0.165
```
Forces are in eV/Å.

The calculation puts the total energy at -517.8934 hartree. The calculation puts the relative energy (zero: lowest compared OMol25 entry of this formula, charge and spin) at 54.0 kJ/mol. The value obtained for the highest occupied orbital energy is -2.0500 eV. The net charge is -1.